Entry 1:
ORCA calculation (wB97M-V/def2-TZVPD) on a molecular structure, C44H44N4O10S2Se2Ta at a distorted geometry.

Positions of all 107 atoms, in Å:
Ta 0.94455 0.22966 -0.79571
O 0.95909 0.66767 -4.55335
C 2.21647 0.23165 -5.00842
C 2.70298 -1.10497 -4.39671
C 3.56353 -1.80098 -5.46380
O 2.85507 -2.21774 -6.63024
C 3.60393 -0.96994 -3.16511
Se 3.26239 0.54085 -1.97437
C 1.52001 -2.00857 -4.07038
Se 0.51784 -1.69520 -2.39514
H 1.04627 1.32246 -3.84329
H 2.99412 0.98431 -4.84840
H 2.10222 0.06742 -6.08334
H 4.06861 -2.65599 -4.99643
H 4.32750 -1.10281 -5.81504
H 2.16130 -2.82610 -6.35804
H 4.64427 -0.83510 -3.46859
H 3.53500 -1.86601 -2.54682
H 1.85932 -3.04105 -3.94595
H 0.76148 -1.95462 -4.85300
C -3.95893 4.74321 1.51015
O -4.55024 3.48636 1.78502
C -3.82801 2.39252 1.45284
C -4.33128 1.16585 1.93888
C -3.63722 0.02301 1.67306
C -2.43943 0.01652 0.92232
C -1.67653 -1.17554 0.70947
C -1.97677 -2.45729 1.43645
O -0.69929 -1.22893 -0.05278
C -1.95584 1.25021 0.39560
O -0.90399 1.36612 -0.32101
C -2.69067 2.43255 0.68962
H -4.62545 5.49113 1.92885
H -3.85371 4.91707 0.43696
H -2.97635 4.82265 1.98181
H -5.24870 1.16501 2.51335
H -4.03840 -0.91175 2.04364
H -2.99916 -2.56096 1.78955
H -1.30623 -2.48469 2.30055
H -1.72086 -3.29271 0.78770
H -2.31295 3.35274 0.26316
C 0.56398 6.30058 5.08807
C 0.79450 5.06167 4.26099
C 1.80881 4.16497 4.58561
C 2.07053 3.06200 3.78418
C 1.28230 2.83501 2.66680
C 0.22965 3.68741 2.35535
C 0.00290 4.80295 3.14332
S 1.65261 1.43044 1.64862
O 0.52033 0.50055 1.72868
O 2.90912 0.93266 2.13431
N 1.72289 1.86726 0.12746
C 1.77254 3.20407 -0.44790
C 0.85541 3.18751 -1.67874
O 0.41345 4.23657 -2.12184
O 0.67200 1.99995 -2.16153
H 1.05897 6.22361 6.05568
H -0.49953 6.47456 5.25313
H 0.96713 7.17679 4.57501
H 2.41119 4.33773 5.47068
H 2.87609 2.37110 3.99979
H -0.41490 3.46288 1.51236
H -0.79983 5.48617 2.88508
H 2.77678 3.45281 -0.79440
H 1.45893 3.97628 0.24326
C 4.70799 -3.11999 7.40514
C 5.39579 -4.01225 6.41025
O 6.51252 -3.86844 6.01253
S 4.31960 -5.38455 5.77186
C 3.74674 -4.45897 4.34719
C 4.60369 -4.18703 3.28544
C 4.16340 -3.41237 2.22298
C 2.85979 -2.90155 2.20057
C 2.00191 -3.20682 3.26473
C 2.44125 -3.97379 4.33251
C 2.40751 -2.04811 1.14870
C 2.00669 -1.27196 0.30622
H 5.40337 -2.38401 7.80816
H 4.27778 -3.72626 8.20197
H 3.88619 -2.61166 6.89557
H 5.61802 -4.56538 3.30992
H 4.83016 -3.18252 1.40196
H 0.99669 -2.80744 3.25205
H 1.77988 -4.19986 5.16054
C -3.27938 2.15909 -4.02015
C -2.33390 1.79624 -3.06950
N -1.96048 0.53340 -2.87307
C -2.54354 -0.40941 -3.59303
C -3.55603 -0.16658 -4.52275
C -3.89516 1.16252 -4.75731
C -4.18859 -1.26523 -5.27370
C -4.49576 -2.48618 -4.82893
C -4.40782 -2.98404 -3.43987
C -4.66007 -2.18735 -2.32365
C -4.51862 -2.77229 -1.08364
N -4.17623 -4.05361 -0.92404
C -4.01471 -4.74148 -2.04989
N -4.12570 -4.28379 -3.29361
H -3.52466 3.20212 -4.17546
H -1.83664 2.54459 -2.45967
H -2.17283 -1.41889 -3.43785
H -4.65224 1.40476 -5.49637
H -4.38857 -1.05409 -6.32127
H -4.84321 -3.22990 -5.53808
H -4.94864 -1.15032 -2.42555
H -4.68738 -2.19650 -0.17752
H -3.77061 -5.79359 -1.94037

Output
* energy: -226694.3678 eV
* net charge: -1
* relative energy (zero: lowest compared OMol25 entry of this formula, charge and spin): 237.4 kJ/mol
* Kohn-Sham gap: 6.75 eV

Löwdin atomic charge list, values in e, 5 entries:
1 Ta 1.432
2 O -0.104
3 C -0.244
4 C -0.572
5 C -0.230

***

Entry 2:
ORCA calculation (wB97M-V/def2-TZVPD) on 2 unconnected molecules or ions with the total composition C5H9Br2N2S at a distorted geometry.

Positions of all 19 atoms, in Å:
C 1.34403 -1.18595 -0.59822
C 1.34602 0.16270 -0.47921
C -1.88973 2.55092 0.35690
C 2.01467 -1.81738 -1.72030
C -0.09346 -1.41219 1.34676
N -2.70370 3.63110 0.53228
N 0.58142 -1.93792 0.20833
S -0.39879 2.32935 1.00248
Br 2.67948 1.33666 -0.39704
Br -2.79148 1.03150 -0.40332
H 1.15015 -2.42599 -2.12016
H 2.60735 -2.60851 -1.29667
H 2.41492 -1.17421 -2.48686
H -0.78394 -2.12173 1.76533
H 0.79331 -1.03894 1.98014
H -0.57831 -0.53344 1.19239
H -2.50745 4.61263 0.86445
H -3.68346 3.54407 0.18124
H 0.49897 -2.94269 0.07148

Output
* energy: -159220.6353 eV
* net charge: +1
* relative energy (zero: lowest compared OMol25 entry of this formula, charge and spin): 247.4 kJ/mol
* Kohn-Sham gap (spin up / spin down): 5.99 / 6.11 eV

natural (NBO) atomic charge list, values in e, 5 entries:
1 C 0.118
2 C 0.020
3 C -0.012
4 C -0.642
5 C -0.428

***

Q: The highest energy belongs to which entry?
A: C5H9Br2N2S